1.
ORCA calculation (ωB97M-V/def2-TZVPD) on a structure of composition C37H42AsN4OPRhS.

Computed properties:
- Charge: +1
- ΔE to the lowest compared entry with this formula, charge and spin: 11.24 kJ/mol
- 2S+1: 1
- Frontier orbital gap: 7.05 eV

CARTESIAN COORDINATES (ANGSTROEM)
Rh  -0.12  0.24  0.44
S  1.34  0.09  2.16
C  2.40  1.47  1.77
C  3.77  1.43  2.02
C  4.55  2.54  1.74
C  3.99  3.69  1.21
C  2.63  3.74  0.96
C  1.84  2.64  1.25
As  -0.06  2.52  1.04
C  -0.60  3.76  -0.32
C  -1.09  5.02  0.01
C  -1.45  5.90  -1.00
C  -1.33  5.52  -2.33
C  -0.85  4.26  -2.66
C  -0.49  3.38  -1.65
C  -0.81  3.17  2.67
C  0.03  3.62  3.68
C  -0.51  4.10  4.87
C  -1.89  4.13  5.04
C  -2.73  3.68  4.03
C  -2.19  3.20  2.84
H  4.21  0.52  2.42
H  5.62  2.50  1.94
H  4.62  4.55  0.99
H  2.18  4.64  0.55
H  -1.18  5.31  1.05
H  -1.83  6.88  -0.75
H  -1.62  6.21  -3.11
H  -0.76  3.97  -3.69
H  -0.11  2.39  -1.91
H  1.11  3.60  3.56
H  0.14  4.45  5.66
H  -2.31  4.50  5.96
H  -3.80  3.70  4.16
H  -2.85  2.85  2.06
N  -6.73  -1.21  3.09
C  -5.67  -0.94  2.72
C  -4.35  -0.61  2.25
C  -4.20  0.20  1.13
C  -2.93  0.53  0.69
C  -1.82  0.03  1.36
C  -1.96  -0.79  2.47
C  -3.23  -1.10  2.92
H  -5.08  0.59  0.62
H  -2.81  1.19  -0.17
H  -1.09  -1.19  2.98
H  -3.37  -1.73  3.79
O  -0.05  -1.77  -0.04
P  0.52  -2.62  -1.16
N  1.84  -1.87  -1.76
C  2.29  -0.52  -1.41
C  3.23  -0.14  -2.54
C  3.88  -1.49  -2.90
C  2.72  -2.48  -2.78
N  -0.54  -2.81  -2.41
C  -0.62  -1.69  -3.37
C  -1.94  -1.94  -4.09
C  -2.83  -2.43  -2.96
C  -1.91  -3.34  -2.15
N  1.02  -4.10  -0.69
C  2.10  -4.16  0.31
C  2.27  -5.66  0.54
C  0.83  -6.15  0.50
C  0.17  -5.32  -0.61
H  2.80  -0.51  -0.44
H  1.44  0.18  -1.36
H  3.95  0.62  -2.24
H  2.66  0.24  -3.39
H  4.66  -1.73  -2.18
H  4.32  -1.49  -3.89
H  3.05  -3.47  -2.46
H  2.19  -2.60  -3.73
H  0.24  -1.70  -4.04
H  -0.65  -0.72  -2.86
H  -1.80  -2.73  -4.84
H  -2.31  -1.05  -4.59
H  -3.72  -2.96  -3.30
H  -3.15  -1.58  -2.35
H  -1.97  -4.37  -2.48
H  -2.16  -3.30  -1.08
H  1.82  -3.65  1.24
H  3.00  -3.68  -0.08
H  2.78  -5.88  1.47
H  2.84  -6.09  -0.28
H  0.34  -5.95  1.45
H  0.74  -7.22  0.30
H  -0.86  -5.09  -0.36
H  0.19  -5.84  -1.57



2.
ORCA calculation (ωB97M-V/def2-TZVPD) on a structure of composition C37H42BN2O2P2Si2Ta.

Computed properties:
- Charge: +2
- ΔE to the lowest compared entry with this formula, charge and spin: 0.00 kJ/mol
- 2S+1: 1
- Frontier orbital gap: 7.32 eV

CARTESIAN COORDINATES (ANGSTROEM)
Ta  -1.13  -0.15  0.64
C  -2.05  -4.24  1.52
Si  -2.36  -2.86  0.35
C  -3.22  -1.41  1.32
C  -3.50  -3.28  -1.04
N  -0.92  -2.03  -0.12
P  0.55  -1.73  -0.82
C  0.65  -0.10  -0.27
P  0.36  1.49  -0.91
N  -1.14  1.67  -0.22
Si  -2.23  3.05  0.14
C  -3.11  3.51  -1.43
C  -1.28  4.46  0.88
C  -3.39  2.28  1.39
C  0.31  1.57  -2.69
C  -0.87  1.27  -3.36
C  -0.89  1.27  -4.75
C  0.26  1.58  -5.46
C  1.44  1.88  -4.79
C  1.47  1.87  -3.40
C  1.49  2.71  -0.28
C  1.62  3.95  -0.90
C  2.44  4.91  -0.32
C  3.11  4.64  0.86
C  2.98  3.40  1.47
C  2.17  2.43  0.91
C  1.81  -2.76  -0.13
C  2.44  -2.40  1.06
C  3.38  -3.26  1.62
C  3.68  -4.46  1.00
C  3.05  -4.82  -0.18
C  2.12  -3.98  -0.76
C  0.50  -1.95  -2.59
C  -0.62  -2.51  -3.20
C  -0.62  -2.71  -4.57
C  0.48  -2.35  -5.33
C  1.60  -1.79  -4.71
C  1.61  -1.59  -3.35
H  -2.98  -4.70  1.85
H  -1.45  -5.02  1.03
H  -1.50  -3.91  2.40
H  -4.11  -1.92  1.69
H  -2.78  -1.01  2.25
H  -3.65  -0.59  0.72
H  -4.49  -3.53  -0.63
H  -3.63  -2.47  -1.75
H  -3.15  -4.17  -1.58
H  -2.41  3.83  -2.20
H  -3.70  2.68  -1.82
H  -3.79  4.34  -1.23
H  -0.72  5.02  0.13
H  -2.00  5.15  1.33
H  -0.60  4.13  1.66
H  -4.07  1.56  0.93
H  -2.85  1.80  2.22
H  -4.02  3.04  1.86
H  -1.78  1.04  -2.81
H  -1.81  1.04  -5.28
H  0.24  1.60  -6.54
H  2.34  2.13  -5.34
H  2.39  2.11  -2.88
H  1.10  4.17  -1.82
H  2.55  5.88  -0.80
H  3.75  5.39  1.30
H  3.51  3.19  2.39
H  2.07  1.46  1.39
H  2.22  -1.45  1.54
H  3.87  -2.98  2.54
H  4.41  -5.13  1.45
H  3.29  -5.76  -0.67
H  1.64  -4.25  -1.69
H  -1.48  -2.79  -2.61
H  -1.49  -3.16  -5.05
H  0.48  -2.52  -6.39
H  2.46  -1.52  -5.31
H  2.49  -1.17  -2.87
O  -1.15  -0.19  3.88
B  -0.30  -0.04  2.80
O  1.00  0.16  3.20
C  0.97  0.14  4.59
C  2.01  0.30  5.47
C  1.67  0.23  6.82
C  0.36  0.02  7.24
C  -0.68  -0.14  6.33
C  -0.34  -0.07  5.00
H  3.02  0.46  5.14
H  2.45  0.35  7.57
H  0.15  -0.03  8.30
H  -1.70  -0.30  6.65



3.
ORCA calculation (ωB97M-V/def2-TZVPD) on a structure of composition C37H42BN9O4S3Ta.

Computed properties:
- Charge: +1
- ΔE to the lowest compared entry with this formula, charge and spin: 114.27 kJ/mol
- 2S+1: 1
- Frontier orbital gap: 6.21 eV

CARTESIAN COORDINATES (ANGSTROEM)
Ta  0.07  -0.42  0.10
C  0.63  0.29  3.20
C  1.35  1.40  3.44
C  0.75  2.53  2.70
C  -0.34  2.08  2.03
C  -0.42  0.59  2.20
C  -1.81  0.12  2.63
C  -1.52  2.92  1.63
C  1.24  3.93  2.81
C  2.53  1.55  4.35
C  0.79  -1.06  3.84
H  -2.58  0.29  1.87
H  -2.10  0.70  3.51
H  -1.84  -0.93  2.90
H  -1.24  3.96  1.47
H  -2.24  2.92  2.45
H  -2.06  2.57  0.76
H  1.31  4.26  3.86
H  0.59  4.64  2.29
H  2.25  4.03  2.39
H  3.33  2.13  3.88
H  2.94  0.58  4.63
H  2.27  2.07  5.27
H  0.17  -1.14  4.73
H  1.82  -1.26  4.13
H  0.48  -1.86  3.16
C  -1.85  7.35  -1.89
C  -1.55  5.88  -1.83
C  -2.34  4.97  -2.53
C  -2.08  3.61  -2.48
C  -1.02  3.18  -1.68
C  -0.22  4.06  -0.96
C  -0.49  5.41  -1.06
S  -0.69  1.49  -1.69
O  -0.87  0.99  -3.00
O  -1.49  0.75  -0.60
N  0.73  1.20  -1.01
C  1.97  1.67  -1.61
C  2.03  2.22  -2.88
C  3.27  2.63  -3.33
C  4.38  2.46  -2.52
C  4.20  1.90  -1.27
N  3.00  1.51  -0.81
H  -2.12  7.65  -2.91
H  -1.01  7.95  -1.57
H  -2.70  7.59  -1.25
H  -3.16  5.33  -3.14
H  -2.68  2.91  -3.05
H  0.59  3.70  -0.33
H  0.13  6.11  -0.51
H  1.16  2.32  -3.51
H  3.37  3.06  -4.31
H  5.37  2.76  -2.84
H  5.03  1.75  -0.59
B  1.63  -3.44  0.40
N  2.35  -2.33  1.23
C  3.56  -2.38  1.79
C  3.98  -1.09  2.10
C  2.94  -0.28  1.67
N  1.96  -1.03  1.15
N  1.72  -2.87  -1.06
C  2.26  -3.40  -2.16
C  2.30  -2.45  -3.16
C  1.73  -1.32  -2.59
N  1.41  -1.57  -1.31
H  2.26  -4.46  0.48
H  0.48  -3.55  0.74
H  4.04  -3.33  1.93
H  4.90  -0.79  2.57
H  2.85  0.79  1.69
H  2.60  -4.43  -2.14
H  2.66  -2.56  -4.17
H  1.53  -0.37  -3.04
N  -3.77  -7.43  2.02
C  -3.39  -6.24  1.48
C  -2.43  -5.44  2.11
C  -2.06  -4.22  1.58
C  -2.65  -3.78  0.39
C  -3.62  -4.56  -0.24
C  -3.98  -5.77  0.29
S  -2.29  -2.21  -0.26
O  -1.21  -1.69  0.77
O  -3.47  -1.42  -0.26
N  -1.35  -2.11  -1.49
C  -1.73  -2.31  -2.83
S  -3.22  -3.03  -3.35
C  -2.73  -2.86  -4.97
C  -1.52  -2.27  -5.01
N  -0.95  -1.96  -3.80
H  -3.28  -7.82  2.80
H  -4.37  -8.05  1.50
H  -1.97  -5.78  3.03
H  -1.30  -3.64  2.08
H  -4.12  -4.22  -1.13
H  -4.73  -6.37  -0.20
H  -3.36  -3.20  -5.78
H  -0.98  -2.04  -5.92



4.
ORCA calculation (ωB97M-V/def2-TZVPD) on a structure of composition C37H42N8NiO2S4Te.

Computed properties:
- Charge: 0
- 2S+1: 3
- Frontier orbital gap (spin up / spin down): 7.05 / 6.14 eV

CARTESIAN COORDINATES (ANGSTROEM)
Ni  -0.25  -0.09  0.28
N  1.44  -1.46  0.33
C  1.31  -2.45  -0.51
N  2.19  -3.33  -1.00
C  1.81  -4.60  -1.62
C  2.34  -5.74  -0.76
O  3.74  -5.65  -0.57
C  4.10  -4.42  0.03
C  3.64  -3.26  -0.83
H  2.24  -4.64  -2.63
H  0.73  -4.67  -1.71
H  2.15  -6.69  -1.25
H  1.82  -5.73  0.21
H  5.18  -4.42  0.13
H  3.65  -4.33  1.03
H  4.09  -3.34  -1.83
H  3.93  -2.31  -0.39
C  2.03  1.84  -1.77
C  1.05  1.03  -2.60
O  -0.21  0.84  -1.97
C  -1.26  1.71  -2.44
C  -2.59  1.07  -2.11
H  3.01  1.83  -2.24
H  2.13  1.41  -0.78
H  1.71  2.88  -1.69
H  1.46  0.03  -2.77
H  0.90  1.50  -3.57
H  -1.14  1.83  -3.52
H  -1.16  2.69  -1.97
H  -2.82  0.27  -2.82
H  -3.38  1.82  -2.16
H  -2.58  0.65  -1.11
N  1.29  3.05  2.72
C  0.99  2.52  1.51
N  0.79  1.22  1.59
C  0.99  0.89  2.90
C  0.85  -0.45  3.51
C  0.91  -0.33  5.01
C  1.19  0.81  5.69
C  1.42  2.05  5.04
C  1.27  2.03  3.64
H  1.41  4.03  2.90
H  0.89  3.12  0.62
H  -0.16  -0.79  3.24
H  0.72  -1.24  5.58
H  1.24  0.78  6.77
H  1.64  2.95  5.59
Te  -0.79  -2.47  -0.87
C  -0.94  -2.86  -2.93
C  -0.02  -2.37  -3.85
C  -0.19  -2.61  -5.20
C  -1.30  -3.32  -5.65
C  -2.22  -3.81  -4.73
C  -2.04  -3.59  -3.38
H  0.84  -1.79  -3.51
H  0.53  -2.23  -5.91
H  -1.44  -3.50  -6.71
H  -3.08  -4.37  -5.07
H  -2.75  -4.00  -2.67
S  -3.67  5.32  1.04
C  -3.60  3.70  1.42
S  -2.25  2.72  0.93
C  -2.99  1.30  1.62
N  -4.13  1.54  2.17
N  -4.45  2.89  2.08
C  -5.72  3.24  2.65
C  -6.72  2.27  2.67
C  -7.95  2.58  3.23
C  -8.19  3.84  3.76
C  -7.18  4.79  3.74
C  -5.94  4.50  3.19
S  -2.23  -0.25  1.52
H  -6.52  1.29  2.27
H  -8.72  1.83  3.24
H  -9.15  4.07  4.19
H  -7.35  5.77  4.17
H  -5.16  5.24  3.19
N  0.99  -2.84  2.77
C  1.78  -1.64  3.01
S  2.73  -1.31  1.44
N  2.76  -2.06  3.98
C  3.88  -1.35  4.40
C  4.10  -0.02  4.09
C  5.23  0.63  4.57
C  6.16  -0.03  5.35
C  5.94  -1.37  5.66
C  4.82  -2.02  5.19
H  0.24  -2.61  2.12
H  0.53  -3.08  3.65
H  2.87  -3.06  3.96
H  3.40  0.53  3.47
H  5.38  1.67  4.31
H  7.04  0.48  5.72
H  6.65  -1.91  6.27
H  4.66  -3.06  5.44



5.
ORCA calculation (ωB97M-V/def2-TZVPD) on a structure of composition C37H43AsBrN5ORe.

Computed properties:
- Charge: 0
- ΔE to the lowest compared entry with this formula, charge and spin: 138.11 kJ/mol
- 2S+1: 2
- Frontier orbital gap (spin up / spin down): 6.23 / 6.24 eV

CARTESIAN COORDINATES (ANGSTROEM)
Re  0.38  -0.66  -0.21
Br  0.18  -5.77  4.96
C  1.69  -5.79  3.82
C  2.10  -6.98  3.25
C  3.21  -6.98  2.41
C  3.87  -5.80  2.11
C  3.47  -4.61  2.73
C  2.39  -4.61  3.59
N  5.02  -5.94  1.26
N  5.41  -5.04  0.49
C  4.60  -3.92  0.15
C  5.24  -2.71  0.08
C  4.55  -1.50  -0.11
C  3.19  -1.51  -0.26
O  2.41  -0.46  -0.38
C  2.53  -2.78  -0.30
N  1.18  -2.70  -0.50
C  0.51  -3.82  -0.67
C  1.13  -5.07  -0.65
C  2.47  -5.17  -0.38
C  3.21  -3.99  -0.15
H  1.57  -7.90  3.46
H  3.57  -7.90  1.97
H  4.02  -3.69  2.57
H  2.08  -3.69  4.08
H  6.31  -2.70  0.24
H  5.08  -0.55  -0.13
H  -0.55  -3.72  -0.85
H  0.54  -5.96  -0.84
H  2.95  -6.13  -0.36
C  -2.66  5.60  -1.32
C  -3.12  4.87  -0.06
As  -2.73  2.94  -0.16
C  -4.34  2.41  -1.20
C  -5.75  2.61  -0.66
C  -3.03  2.55  1.76
C  -4.42  2.56  2.37
H  -2.78  6.68  -1.23
H  -3.23  5.28  -2.20
H  -1.60  5.39  -1.53
H  -4.18  5.04  0.11
H  -2.59  5.25  0.81
H  -4.18  1.38  -1.51
H  -4.20  3.01  -2.11
H  -5.98  1.91  0.14
H  -6.48  2.45  -1.45
H  -5.90  3.62  -0.27
H  -2.40  3.31  2.23
H  -2.52  1.61  1.96
H  -4.97  3.48  2.13
H  -4.36  2.49  3.46
H  -5.02  1.72  2.02
C  -3.42  -0.78  0.97
C  -2.47  -1.86  0.42
C  -3.05  -2.42  -0.90
C  -2.30  -2.95  1.47
N  -1.19  -1.25  0.15
H  -4.43  -1.19  1.04
H  -3.44  0.08  0.30
H  -3.10  -0.46  1.96
H  -3.71  -3.26  -0.70
H  -2.26  -2.74  -1.57
H  -3.63  -1.65  -1.42
H  -3.28  -3.38  1.72
H  -1.86  -2.53  2.38
H  -1.66  -3.76  1.12
C  0.65  3.61  3.56
C  0.46  4.23  2.33
C  0.38  3.48  1.17
C  0.50  2.08  1.20
C  0.67  1.47  2.45
C  0.74  2.23  3.61
N  0.36  1.31  0.04
C  0.73  1.83  -1.22
C  0.02  1.40  -2.34
C  0.44  1.74  -3.62
C  1.55  2.55  -3.80
C  2.25  3.00  -2.68
C  1.86  2.64  -1.41
H  0.71  4.20  4.46
H  0.37  5.30  2.27
H  0.21  3.97  0.21
H  0.74  0.39  2.49
H  0.89  1.73  4.56
H  -0.90  0.84  -2.20
H  -0.13  1.40  -4.48
H  1.87  2.83  -4.79
H  3.13  3.62  -2.81
H  2.44  2.95  -0.55



The highest 2S+1 belongs to which entry?
C37H42N8NiO2S4Te